# 1
Computed, not measured: a cluster of 3 separate species, C10H13NO in total in a non-equilibrium geometry, with wB97M-V/def2-TZVPD.

Results
Energy = -14108.368 eV
ΔE to the lowest compared entry with this formula, charge and spin = 971.3 kJ/mol
Total charge = 0
Multiplicity = 1
Kohn-Sham gap = 8.897 eV

Bonds (Å) are listed after each position.
Geometry (Å):
1 C 2.18703 -1.20254 0.64498  C2 1.629, H11 1.130
2 C 0.75830 -1.64239 -0.00222  C1 1.629, C10 1.574, H14 1.065, N24 1.437
3 C 0.27183 -1.11681 -2.29382  C4 1.548, H16 1.106, H17 1.252, N24 1.504
4 C -0.27532 0.27423 -1.89274  C3 1.548, C5 1.476, H18 1.156, H19 1.036
5 C -0.84467 0.29841 -0.53072  C4 1.476, C6 1.373, C10 1.371
6 C -1.53446 1.39063 -0.06425  C5 1.373, C7 1.476, H20 1.152
7 C -1.49223 1.96647 1.29359  C6 1.476, C8 1.444, O25 1.470
8 C -1.06506 0.94541 2.22027  C7 1.444, C9 1.326, H22 1.132
9 C -0.46047 -0.14191 1.76077  C8 1.326, C10 1.428, H23 1.109
10 C -0.29477 -0.54405 0.40010  C2 1.574, C5 1.371, C9 1.428
11 H 2.75269 -2.16898 0.49030  C1 1.130
12 H 2.45273 -0.27149 1.96595  no bonds
13 H 2.49465 -0.36202 -0.77839  no bonds
14 H 0.27810 -2.54053 0.30780  C2 1.065
15 H 2.15342 -1.10094 -1.28124  N24 1.022
16 H -0.61096 -1.78198 -2.26291  C3 1.106
17 H 0.81000 -0.81870 -3.38467  C3 1.252
18 H 0.31339 1.26601 -1.96341  C4 1.156
19 H -1.05760 0.32837 -2.56911  C4 1.036
20 H -1.94745 2.35540 -0.53990  C6 1.152
21 H -2.48817 2.90673 2.47814  O25 0.979
22 H -0.99785 1.38669 3.26083  C8 1.132
23 H -0.47348 -0.97644 2.49136  C9 1.109
24 N 1.29658 -1.65624 -1.33484  C2 1.437, C3 1.504, H15 1.022
25 O -2.22623 3.20667 1.58413  C7 1.470, H21 0.979

***

# 2
Computed, not measured: a cluster of 2 separate species, C10H13NO2 in total in a non-equilibrium geometry, with wB97M-V/def2-TZVPD.

Results
Energy = -16162.323 eV
ΔE to the lowest compared entry with this formula, charge and spin = 422.3 kJ/mol
SMILES string = O=C=C1CCCC12CC2.CN=C=O
Total charge = 0
Multiplicity = 1
Kohn-Sham gap = 8.954 eV

Bonds (Å) are listed after each position.
Geometry (Å):
1 O -0.04444 -2.69266 0.68225  C2 1.168
2 C -0.01444 -1.72856 0.02275  O1 1.168, C3 1.279
3 C -0.21773 -0.63807 -0.61415  C2 1.279, C4 1.558, C7 1.519
4 C -1.38692 -0.45576 -1.62754  C3 1.558, C5 1.592, H10 1.103, H11 1.067
5 C -1.29746 1.09278 -1.98508  C4 1.592, C6 1.496, H12 1.073, H13 1.104
6 C 0.18656 1.28391 -1.99232  C5 1.496, C7 1.473, H14 1.116, H15 1.092
7 C 0.69542 0.55916 -0.81504  C3 1.519, C6 1.473, C8 1.491, C9 1.486
8 C 1.44640 1.22109 0.28984  C7 1.491, C9 1.485, H16 1.142, H17 1.007
9 C 2.11821 0.21147 -0.56656  C7 1.486, C8 1.485, H18 1.018, H19 1.065
10 H -2.36960 -0.61807 -1.15417  C4 1.103
11 H -1.30599 -1.08677 -2.48388  C4 1.067
12 H -1.82006 1.14816 -2.92022  C5 1.073
13 H -1.76504 1.80809 -1.28685  C5 1.104
14 H 0.72352 0.87500 -2.88064  C6 1.116
15 H 0.37132 2.36021 -1.99817  C6 1.092
16 H 1.09423 1.06208 1.36404  C8 1.142
17 H 1.56213 2.16825 -0.03241  C8 1.007
18 H 2.78421 0.70653 -1.15583  C9 1.018
19 H 2.46701 -0.70754 -0.15617  C9 1.065
20 C -0.05354 -1.44916 3.33919  N21 1.330, H24 1.049, H25 1.078, H26 1.113
21 N -0.61626 -0.54842 2.53800  C20 1.330, C22 1.197
22 C -1.24542 -0.07297 1.63759  N21 1.197, O23 1.158
23 O -1.85852 0.66940 0.99363  C22 1.158
24 H 0.22124 -1.05365 4.27149  C20 1.049
25 H -0.61362 -2.33955 3.57495  C20 1.078
26 H 0.93877 -1.77496 2.95527  C20 1.113

***

# 3
Computed, not measured: the molecule C10H13NO3 in a non-equilibrium geometry, with wB97M-V/def2-TZVPD.

Results
Energy = -18211.774 eV
ΔE to the lowest compared entry with this formula, charge and spin = 219.7 kJ/mol
SMILES string = CNC(=O)[C@@](O)(OC)c1ccccc1
Total charge = 0
Multiplicity = 1
Kohn-Sham gap = 9.263 eV

Bonds (Å) are listed after each position.
Geometry (Å):
1 C -2.27701 2.06333 -0.54934  N2 1.437, H15 1.130, H16 1.100, H17 1.181
2 N -1.42334 0.92118 -0.36911  C1 1.437, C3 1.317, H18 1.005
3 C -1.39254 0.28631 0.78410  N2 1.317, O4 1.233, C5 1.814
4 O -1.86820 0.56029 1.88764  C3 1.233
5 C -0.14040 -1.02143 0.66684  C3 1.814, O6 1.387, O7 1.316, C9 1.486
6 O -0.24436 -1.77505 1.82622  C5 1.387, H19 0.938
7 O -0.52916 -1.78329 -0.33272  C5 1.316, C8 1.430
8 C -1.76181 -2.50771 -0.29914  O7 1.430, H20 1.144, H21 1.117, H22 1.018
9 C 1.22990 -0.49499 0.43606  C5 1.486, C10 1.405, C14 1.409
10 C 1.75815 0.44700 1.33505  C9 1.405, C11 1.404, H23 1.049
11 C 2.95628 1.11118 1.02659  C10 1.404, C12 1.401, H24 1.072
12 C 3.75611 0.53565 0.03065  C11 1.401, C13 1.371, H25 1.084
13 C 3.25879 -0.41817 -0.81863  C12 1.371, C14 1.387, H26 1.103
14 C 1.95438 -0.87802 -0.71021  C9 1.409, C13 1.387, H27 1.076
15 H -3.34898 1.73052 -0.41796  C1 1.130
16 H -1.97773 2.77710 0.23183  C1 1.100
17 H -2.25940 2.47861 -1.65442  C1 1.181
18 H -1.15903 0.35634 -1.15759  N2 1.005
19 H -0.67632 -1.37527 2.55653  O6 0.938
20 H -2.66787 -1.90165 -0.64750  C8 1.144
21 H -1.74460 -2.93816 0.73118  C8 1.117
22 H -1.70798 -3.12558 -1.10630  C8 1.018
23 H 1.21950 0.80101 2.16325  C10 1.049
24 H 3.37997 1.92684 1.57843  C11 1.072
25 H 4.79375 0.78271 -0.16136  C12 1.084
26 H 3.88554 -0.82146 -1.63220  C13 1.103
27 H 1.39438 -1.51218 -1.37496  C14 1.076

***

# 4
Computed, not measured: the molecule C10H13NO3S in a non-equilibrium geometry, with wB97M-V/def2-TZVPD.

Results
Energy = -29044.699 eV
ΔE to the lowest compared entry with this formula, charge and spin = 365.3 kJ/mol
Total charge = 0
Multiplicity = 1
Kohn-Sham gap (alpha / beta) = 7.815 / 7.818 eV

Bonds (Å) are listed after each position.
Geometry (Å):
1 C -2.12447 0.35680 -1.06088  C3 1.366, C5 1.494, H16 1.082
2 C -2.36246 -0.62189 1.22723  C4 1.362, C5 1.449, H17 1.047
3 C -0.94852 -0.31269 -1.24679  C1 1.366, C9 1.446, H18 1.096
4 C -1.16404 -1.23660 1.02770  C2 1.362, C9 1.403, H19 1.087
5 C -2.85932 0.31465 0.23910  C1 1.494, C2 1.449, O12 1.214
6 C 2.04073 -1.54183 -0.40004  C7 1.485, C8 1.507, H20 1.110, H21 1.195
7 C 0.64063 -2.02314 -0.51107  C6 1.485, C9 1.501, H22 1.128, H23 1.125
8 C 2.03958 -0.68331 0.83907  C6 1.507, N11 1.501, H24 1.182, H25 1.185
9 C -0.37631 -0.99503 -0.10794  C3 1.446, C4 1.403, C7 1.501
10 C -0.16376 2.63190 0.11264  S15 1.727, H26 1.127, H27 1.066, H28 1.072
11 N 0.92217 0.31793 0.79820  C8 1.501, S15 1.676
12 O -3.67969 1.15721 0.53965  C5 1.214
13 O 1.32482 1.35792 -1.56262  S15 1.443
14 O 2.36354 2.28912 0.48282  S15 1.438
15 S 1.23848 1.66037 -0.15438  C10 1.727, N11 1.676, O13 1.443, O14 1.438
16 H -2.50897 1.02354 -1.82195  C1 1.082
17 H -2.78241 -0.48546 2.17688  C2 1.047
18 H -0.46567 -0.19548 -2.22313  C3 1.096
19 H -0.69217 -1.79069 1.83482  C4 1.087
20 H 2.91185 -2.21217 -0.55811  C6 1.110
21 H 2.21263 -0.67117 -1.19957  C6 1.195
22 H 0.45263 -2.32589 -1.58163  C7 1.128
23 H 0.42443 -2.96002 0.07328  C7 1.125
24 H 1.87076 -1.33549 1.80995  C8 1.182
25 H 3.01661 -0.01264 0.81884  C8 1.185
26 H -1.00933 1.94304 -0.17314  C10 1.127
27 H -0.11876 2.86284 1.15274  C10 1.066
28 H -0.20294 3.48816 -0.53167  C10 1.072

***

# 5
Computed, not measured: the ion C10H13NOP with charge +1 in a non-equilibrium geometry, with wB97M-V/def2-TZVPD.

Results
Energy = -23398.219 eV
ΔE to the lowest compared entry with this formula, charge and spin = 0.7 kJ/mol
SMILES string = O=C1CCC[N@+]1(P)c1ccccc1
Total charge = +1
Multiplicity = 1
Kohn-Sham gap = 9.964 eV

Bonds (Å) are listed after each position.
Geometry (Å):
1 O -1.21443 0.14985 -2.36825  C2 1.169
2 C -1.43687 0.37729 -1.24384  O1 1.169, C3 1.522, N6 1.703
3 C -2.36485 1.30021 -0.46792  C2 1.522, C4 1.522, H14 1.138, H15 1.103
4 C -2.55591 0.69564 0.91549  C3 1.522, C5 1.555, H16 1.034, H17 1.098
5 C -1.19867 0.00906 1.23759  C4 1.555, N6 1.479, H18 1.193, H19 1.191
6 N -0.73181 -0.58940 -0.03198  C2 1.703, C5 1.479, P7 1.834, C8 1.522
7 P -1.20133 -2.28347 -0.55382  N6 1.834, H20 1.448, H21 1.420
8 C 0.74889 -0.28572 -0.20819  N6 1.522, C9 1.400, C13 1.388
9 C 1.13911 1.01291 -0.55664  C8 1.400, C10 1.367, H22 1.080
10 C 2.47789 1.28841 -0.55858  C9 1.367, C11 1.425, H23 1.132
11 C 3.44659 0.29221 -0.24091  C10 1.425, C12 1.328, H24 1.146
12 C 3.04863 -0.92399 0.11235  C11 1.328, C13 1.419, H25 1.105
13 C 1.67487 -1.27941 0.07706  C8 1.388, C12 1.419, H26 1.093
14 H -1.76983 2.24257 -0.69823  C3 1.138
15 H -3.24348 1.40789 -1.12625  C3 1.103
16 H -2.61589 1.39589 1.67405  C4 1.034
17 H -3.30010 -0.09602 0.75760  C4 1.098
18 H -0.39167 0.78003 1.66037  C5 1.193
19 H -1.29068 -0.92987 1.96370  C5 1.191
20 H -2.13227 -2.55393 0.52190  P7 1.448
21 H -0.14160 -2.86595 0.19117  P7 1.420
22 H 0.33265 1.72160 -0.66989  C9 1.080
23 H 2.73571 2.36427 -0.80007  C10 1.132
24 H 4.53696 0.62331 -0.36683  C11 1.146
25 H 3.92486 -1.53861 0.38891  C12 1.105
26 H 1.52321 -2.31478 0.39124  C13 1.093

***

# 6
Computed, not measured: a cluster of 2 separate species, C10H13NOS2 in total in a non-equilibrium geometry, with wB97M-V/def2-TZVPD.

Results
Energy = -35783.766 eV
ΔE to the lowest compared entry with this formula, charge and spin = 457.4 kJ/mol
Total charge = 0
Multiplicity = 1
Kohn-Sham gap = 8.462 eV

Bonds (Å) are listed after each position.
Geometry (Å):
1 C -3.60659 -1.52325 -1.15365  C2 1.426, C3 1.397, H15 1.103
2 C -2.82167 -0.35382 -1.37418  C1 1.426, C4 1.446, H16 1.100
3 C -2.99330 -2.59069 -0.49404  C1 1.397, C5 1.338, H17 1.031
4 C -1.52758 -0.40817 -0.73036  C2 1.446, C6 1.393, H18 1.135
5 C -1.75762 -2.66185 0.01340  C3 1.338, C6 1.315, H19 1.030
6 C -1.03671 -1.57316 -0.14413  C4 1.393, C5 1.315, C7 1.418
7 C 0.24564 -1.59117 0.46186  C6 1.418, N11 1.122
8 C 3.29029 0.12448 -1.06836  S13 1.996, H20 1.120, H21 1.106, H22 1.089
9 C -0.11474 2.51120 1.71845  S14 1.781, H23 1.020, H24 1.133, H25 1.056
10 C 2.41672 1.97336 1.22007  S13 1.713, S14 1.816, H26 1.091
11 N 1.28610 -1.65453 0.87630  C7 1.122
12 O 0.40484 1.87974 -0.63180  S14 1.453
13 S 3.68367 1.69252 0.10183  C8 1.996, C10 1.713, H27 1.425
14 S 1.01470 2.74682 0.36231  C9 1.781, C10 1.816, O12 1.453
15 H -4.65692 -1.63820 -1.46980  C1 1.103
16 H -3.02279 0.57054 -1.93484  C2 1.100
17 H -3.60772 -3.40999 -0.37821  C3 1.031
18 H -0.82824 0.48070 -0.82220  C4 1.135
19 H -1.40513 -3.50866 0.48170  C5 1.030
20 H 2.78017 0.31076 -2.04839  C8 1.120
21 H 2.44471 -0.36139 -0.54617  C8 1.106
22 H 4.20837 -0.43805 -1.23120  C8 1.089
23 H -0.73923 3.31182 1.62057  C9 1.020
24 H 0.31988 2.53893 2.76478  C9 1.133
25 H -0.66854 1.61471 1.65563  C9 1.056
26 H 2.23179 1.02500 1.72618  C10 1.091
27 H 4.45988 0.93236 1.02426  S13 1.425